Molecular formula: C4H6N2
Method: DFT, the ωB97M-V functional and the def2-TZVPD basis

For the energy relative to the best compared isomer or geometry (same formula, charge and spin), the calculation gives 235.3 kJ/mol. The electronic energy comes out at -265.44593 Ha. The calculation puts the orbital gap at 9.355 eV.

XYZ file:
```
12
C4H6N2 the ωB97M-V functional and the def2-TZVPD basis
N 0.41579 1.84883 0.95222
C 0.69443 0.86905 0.13135
C -0.54778 0.24212 -0.45030
C -0.39271 -1.27084 -0.17697
C 0.92570 -1.74509 -0.61947
N 1.93746 -2.13748 -1.01968
H 1.17457 2.29523 1.45503
H -0.52416 2.22149 1.12220
H -0.52869 0.39538 -1.53642
H -1.52125 0.62027 -0.06701
H -0.48094 -1.46576 0.89970
H -1.15241 -1.87321 -0.69064
```

***

Molecular formula: C6H16
Method: DFT, the ωB97M-V functional and the def2-TZVPD basis

The total charge is +1. For the energy relative to the best compared isomer or geometry (same formula, charge and spin), the calculation gives 122.8 kJ/mol. The electronic energy comes out at -237.75317 Ha. The calculation puts the orbital gap (spin up / spin down) at 11.560 / 3.784 eV. Its multiplicity is 2. As for the expectation value of S²: 0.753.

XYZ file:
```
22
C6H16 the ωB97M-V functional and the def2-TZVPD basis
C 2.02835 -1.38133 -0.98080
C 2.41517 0.03274 -1.20126
C 0.42113 -1.55195 -0.97697
H 2.54326 -2.10921 -1.65894
H 2.14854 -1.58267 0.09656
H 1.90186 0.77412 -0.57862
H 0.01783 -1.68026 -1.96003
H 0.12556 -2.46140 -0.41005
H 0.03649 -0.71734 -0.38790
H 3.50666 0.20154 -0.86884
H 2.34223 0.17785 -2.24112
C -1.10987 1.24215 0.82383
C -2.52300 1.70326 0.31861
C -1.11697 -0.04584 1.71144
H -0.34023 1.13593 0.06739
H -0.75841 2.02118 1.43682
H -2.90484 1.24028 -0.58162
H -1.30287 0.06818 2.81545
H -1.80084 -0.82874 1.30486
H -2.40084 2.77016 0.26190
H -3.14392 1.36723 1.15637
H -0.08529 -0.37587 1.85292
```

***

Molecular formula: C40H33BCl7F5N3O2PSi2W
Method: DFT, the ωB97M-V functional and the def2-TZVPD basis

The total charge is -2. For the energy relative to the best compared isomer or geometry (same formula, charge and spin), the calculation gives 68.7 kJ/mol. The electronic energy comes out at -6592.44377 Ha. The calculation puts the orbital gap at 6.874 eV.

XYZ file:
```
95
C40H33BCl7F5N3O2PSi2W the ωB97M-V functional and the def2-TZVPD basis
W -0.62157 0.37467 0.35163
O 1.90817 -2.24098 1.65568
C 1.99022 -1.40659 0.78808
O 0.94352 -0.78750 0.27416
C 3.34413 -1.00536 0.26120
C 4.38621 -1.18027 1.17515
C 5.68500 -0.85409 0.84924
C 5.97071 -0.35919 -0.41770
C 4.94676 -0.19924 -1.32992
C 3.62114 -0.50634 -1.00802
P 2.32557 -0.32946 -2.31646
C 2.77086 1.30348 -3.00620
C 3.14329 2.33797 -2.14499
C 3.33242 3.62258 -2.63441
C 3.14892 3.89623 -3.98295
C 2.75603 2.87844 -4.84153
C 2.55888 1.59368 -4.35443
C 3.05996 -1.50557 -3.53678
C 4.04889 -1.23767 -4.48016
C 4.53575 -2.24395 -5.30456
C 4.04991 -3.53922 -5.19153
C 3.06579 -3.82118 -4.25371
C 2.56708 -2.80956 -3.44563
H 4.13746 -1.54678 2.15970
H 6.47025 -0.96369 1.58722
H 6.98428 -0.08698 -0.68931
H 5.17032 0.19039 -2.31555
H 3.27450 2.15962 -1.08314
H 3.60740 4.40752 -1.93983
H 3.28962 4.90305 -4.35976
H 2.58482 3.08427 -5.89223
H 2.22297 0.81127 -5.02732
H 4.44459 -0.23328 -4.57409
H 5.30343 -2.01260 -6.03443
H 4.43345 -4.32336 -5.83383
H 2.67764 -4.82801 -4.15639
H 1.78372 -3.02404 -2.72500
C -4.24695 1.94782 -2.48772
Si -3.53923 1.65721 -0.75382
C -4.92920 1.46436 0.49818
C -2.71998 3.30218 -0.38096
N -2.46753 0.25555 -0.69384
C -2.83047 -0.83645 -1.47838
C -4.14225 -1.11102 -1.91490
C -4.45624 -2.17985 -2.73564
C -3.47989 -3.07292 -3.15361
C -2.18003 -2.86629 -2.71932
C -1.90180 -1.78507 -1.91471
F -0.61867 -1.62652 -1.50855
H -5.19913 2.48270 -2.38454
H -4.41926 1.06748 -3.10253
H -3.55984 2.60427 -3.03022
H -5.51495 2.38990 0.53239
H -4.49872 1.30121 1.49037
H -5.60296 0.63058 0.29956
H -2.43897 3.78707 -1.31976
H -1.84983 3.25980 0.27272
H -3.46152 3.93794 0.11422
H -4.95133 -0.48795 -1.56987
H -5.49090 -2.32818 -3.02349
H -3.72226 -3.91656 -3.78701
H -1.36512 -3.52582 -2.99057
Cl 0.86192 -0.17864 3.34393
C -0.01288 1.19463 3.88230
C 0.21021 1.66598 5.16292
C -0.56375 2.69780 5.66555
C -1.57622 3.23654 4.88892
C -1.77350 2.76880 3.60125
Cl -3.08437 3.44058 2.68339
C -0.97778 1.76764 3.03521
N -1.13064 1.34051 1.74224
H 0.99178 1.20720 5.75223
H -0.38753 3.07153 6.66623
H -2.21814 4.02194 5.26396
Cl -2.33873 -1.23454 3.73322
Si -2.01957 -1.68539 1.67659
Cl -1.14118 -3.60235 1.75111
Cl -4.02713 -2.19590 1.23365
F 3.71015 1.15552 2.72389
B 3.16523 2.18442 1.93517
F 2.12218 1.67991 1.11639
F 2.64797 3.20066 2.76213
F 4.17274 2.71812 1.09344
Cl 0.59778 4.23689 0.23785
C 0.16378 3.89828 -1.39343
C 0.09085 4.95853 -2.28005
C -0.28251 4.74654 -3.59740
C -0.56346 3.46264 -4.02927
C -0.47309 2.40384 -3.14104
Cl -0.81075 0.81492 -3.75060
C -0.12835 2.57418 -1.78548
N -0.13799 1.52746 -0.91843
H 0.31956 5.95162 -1.91634
H -0.34504 5.57927 -4.28683
H -0.84189 3.25962 -5.05471
```

***

Which value of energy relative to the best compared isomer or geometry (same formula, charge and spin) does entry 1 give? 235.3 kJ/mol

***

The lowest energy relative to the best compared isomer or geometry (same formula, charge and spin) belongs to which entry? C40H33BCl7F5N3O2PSi2W

***

Which of these has the lowest energy relative to the best compared isomer or geometry (same formula, charge and spin)? C40H33BCl7F5N3O2PSi2W